No. 1
Here is a molecular structure, C26H29BCdF6N10O9S3 from the OMol25 dataset. Energies are from ωB97M-V/def2-TZVPD.

ORCA input file:
```
! wB97M-V def2-TZVPD RIJCOSX def2/J DEFGRID3
* xyz -2 1
Cd 0.10050 0.10868 0.14529
C 0.57256 -3.55357 0.83469
C -0.84448 -3.08969 0.78292
C -2.00805 -3.86979 0.86779
C -3.05626 -2.97846 0.76433
C -4.52316 -3.25811 0.77692
N -2.53414 -1.74431 0.63144
N -1.17803 -1.81384 0.64326
B -3.28941 -0.41633 0.40311
N -2.94495 0.19809 -0.96747
N -1.70915 0.67614 -1.26840
C -1.77692 1.21839 -2.47414
C -0.58618 1.79990 -3.15535
C -3.08722 1.10898 -2.96917
C -3.79387 0.45748 -1.98277
C -5.23245 0.05731 -1.98042
N -3.02616 0.58662 1.53530
N -1.78239 1.06966 1.78040
C -1.89321 1.91157 2.79703
C -0.72599 2.63453 3.38249
C -3.23663 1.99204 3.21235
C -3.92274 1.13045 2.38476
C -5.38038 0.80352 2.36634
H 0.60931 -4.64003 0.74924
H 1.04522 -3.27253 1.77864
H 1.16781 -3.10836 0.03958
H -2.06878 -4.93999 0.98168
H -4.68329 -4.32481 0.93497
H -4.99718 -2.97770 -0.16534
H -5.03393 -2.71274 1.57220
H -4.46029 -0.67021 0.39898
H 0.29149 1.74778 -2.51846
H -0.76475 2.84772 -3.40985
H -0.36958 1.25918 -4.07806
H -3.45329 1.43060 -3.93054
H -5.68383 0.34113 -2.93134
H -5.79014 0.54147 -1.17668
H -5.35018 -1.02041 -1.85635
H 0.16780 2.47706 2.78619
H -0.49302 2.25713 4.38094
H -0.94154 3.70317 3.47255
H -3.64517 2.58751 4.01386
H -5.88558 1.36133 3.15546
H -5.55900 -0.26049 2.53181
H -5.84236 1.06440 1.41231
O 5.31275 -1.12401 3.60245
C 4.33939 -0.85266 2.93010
C 3.32387 0.22458 3.22462
O 3.36652 1.02528 4.15143
C 2.32676 0.12791 2.16487
C 2.72948 -0.82464 1.18603
O 2.08303 -0.99627 0.10668
C 3.92502 -1.53966 1.64612
O 4.48939 -2.48979 1.13302
O 1.26741 0.81590 2.02616
F 4.17085 1.83136 -4.49399
C 3.13450 1.05895 -4.84963
F 3.46935 0.42354 -5.97632
F 2.10324 1.86291 -5.11876
S 2.76371 -0.11283 -3.47076
O 2.41224 0.75051 -2.37719
O 3.94370 -0.91537 -3.36468
N 1.54300 -0.81460 -4.16970
S 0.47647 -1.73846 -3.49723
O 0.26684 -1.52965 -2.09289
O -0.65150 -1.85599 -4.37375
C 1.24612 -3.41529 -3.53596
F 0.35487 -4.32804 -3.12286
F 1.62656 -3.75406 -4.77669
F 2.30559 -3.47348 -2.74065
C -1.46667 6.32744 -0.16885
C -0.92543 5.58161 1.04736
C 0.02921 4.49236 0.65927
N -0.33966 3.45483 0.00064
N 0.66524 2.55091 -0.20278
C 1.81638 2.95104 0.26549
N 2.99834 2.30195 0.09528
S 1.71804 4.49465 1.05064
H -2.20534 7.07508 0.12687
H -1.93752 5.62353 -0.85437
H -0.66281 6.83364 -0.70689
H -1.74592 5.11497 1.59770
H -0.43185 6.27093 1.73596
H 2.92004 1.44438 -0.44763
H 3.53918 2.18309 0.94100
*
```

Its energy relative to the best compared isomer or geometry (same formula, charge and spin) is 8.28 kcal per mole. The HOMO-LUMO gap is 5.777 eV. As for the largest force on an atom: 0.007 hartree/bohr. Its LUMO energy is 3.884 eV. For the HOMO energy, the calculation gives -1.893 eV.

Here are the Mulliken charges for atoms 1 to 2, given in e:
1. Cd 4.6274
2. C -1.1157

=====

No. 2
Here is a molecular structure, C26H29BrF3NOSSc in a non-equilibrium geometry from the OMol25 dataset. Energies are from ωB97M-V/def2-TZVPD.

ORCA input file:
```
! wB97M-V def2-TZVPD RIJCOSX def2/J DEFGRID3
* xyz 1 1
Sc 0.12533 1.30899 0.08045
C 2.45142 -4.94989 -2.52351
C 1.54425 -4.69073 -1.31207
C 2.37902 -4.71469 -0.01865
C 0.50346 -5.81015 -1.24023
C 0.90665 -3.31005 -1.40704
C 1.71496 -2.19970 -1.62751
C 1.13867 -0.95434 -1.61025
Br 2.20343 0.65582 -1.78195
C -0.22303 -0.72358 -1.37162
O -0.66821 0.55333 -1.34480
C -1.05206 -1.84421 -1.15570
C -0.45426 -3.09737 -1.19788
C -2.55253 -1.67723 -0.89394
C -3.23542 -3.03674 -0.71908
C -3.21516 -0.97255 -2.09129
C -2.81310 -0.90303 0.41552
H 2.79197 -5.98527 -2.50742
H 3.33589 -4.31120 -2.52076
H 1.91031 -4.78320 -3.45650
H 2.84930 -5.69148 0.10814
H 1.74769 -4.51996 0.85041
H 3.16439 -3.95766 -0.03733
H 1.01584 -6.77121 -1.19937
H -0.14111 -5.81688 -2.12198
H -0.11841 -5.73753 -0.34628
H 2.77731 -2.29568 -1.80451
H -1.08900 -3.95745 -1.05035
H -3.13906 -3.64384 -1.61999
H -4.29837 -2.87936 -0.53608
H -2.82162 -3.58635 0.12813
H -3.05901 -1.55751 -2.99895
H -2.81059 0.02337 -2.25534
H -4.28981 -0.88378 -1.92398
H -2.41817 -1.45673 1.26908
H -3.88789 -0.77538 0.54922
H -2.38065 0.09918 0.41329
S 1.42319 0.35798 1.85930
C 0.80765 1.34958 3.20166
C 1.69743 2.02093 4.03757
C 1.21626 2.76013 5.10687
C -0.14911 2.84057 5.34899
C -1.03988 2.18939 4.50928
C -0.56635 1.44651 3.43716
H 2.75936 1.94865 3.84233
H 1.90936 3.27241 5.76138
H -0.52076 3.40323 6.19462
H -2.10230 2.23798 4.71089
H -1.25988 0.90300 2.80101
F 1.80457 7.78006 -2.00678
C 0.79160 7.64071 -1.14211
F -0.31589 8.12290 -1.71923
F 1.05619 8.37104 -0.05599
C 0.61048 6.17913 -0.79496
C 0.78862 5.72232 0.50070
C 0.63230 4.37228 0.74658
N 0.31559 3.49491 -0.21682
C 0.14266 3.95110 -1.47081
C 0.27731 5.28196 -1.80087
H 1.04039 6.39929 1.30360
H 0.77134 3.97627 1.74714
H -0.10830 3.21332 -2.22434
H 0.12570 5.61836 -2.81704
*
```

Its energy relative to the best compared isomer or geometry (same formula, charge and spin) is 13.82 kcal per mole. The HOMO-LUMO gap is 7.101 eV. As for the largest force on an atom: 0.051 hartree/bohr. Its LUMO energy is -3.949 eV. For the HOMO energy, the calculation gives -11.051 eV.

Here are the Mulliken charges for atoms 1 to 2, given in e:
1. Sc 0.4707
2. C -1.6768

=====

No. 3
Here is 2 unconnected molecules or ions with the total composition C26H29ClN2O4S in a non-equilibrium geometry from the OMol25 dataset. Energies are from ωB97M-V/def2-TZVPD.

ORCA input file:
```
! wB97M-V def2-TZVPD RIJCOSX def2/J DEFGRID3
* xyz 0 1
C 4.51289 -4.37803 -0.23426
O 4.11898 -3.34166 0.69406
C 2.90323 -2.76229 0.52684
C 2.52577 -1.78011 1.46745
C 1.35877 -1.07275 1.28812
C 0.68551 -1.07288 0.03489
C -0.29976 -0.10571 -0.36363
C -0.85096 0.90788 0.39280
C -2.29746 1.26200 0.15484
N -3.24985 0.10823 0.16901
C -3.69785 -0.33597 1.37084
C -4.70337 -1.26673 1.46069
C -5.27566 -1.80678 0.28462
N -6.25465 -2.79619 0.35105
C -7.68568 -2.52805 0.34172
C -5.96644 -4.19201 0.63518
C -4.77474 -1.33401 -0.94729
C -3.75998 -0.40479 -0.97996
C 0.02401 1.94591 1.03000
C -0.61813 3.27086 1.33208
O 1.23537 1.78375 1.20165
C 1.00110 -2.13628 -0.83008
C 2.04631 -2.99946 -0.58471
H 5.55542 -4.58927 0.01516
H 3.90822 -5.28819 -0.07955
H 4.44626 -4.04469 -1.28441
H 3.17583 -1.58956 2.31471
H 0.95410 -0.48591 2.11183
H -0.76526 -0.26749 -1.33051
H -2.64185 1.96065 0.94026
H -2.37835 1.75955 -0.83961
H -3.21683 0.08622 2.25803
H -5.03690 -1.59457 2.43914
H -7.90564 -1.47913 0.12544
H -8.17176 -3.15967 -0.41224
H -8.13224 -2.78732 1.31270
H -4.89343 -4.42894 0.60602
H -6.35780 -4.45865 1.62476
H -6.48364 -4.80501 -0.11131
H -5.15128 -1.73432 -1.88225
H -3.31857 -0.07580 -1.92412
H -1.30892 3.19576 2.17928
H 0.13674 4.00186 1.58862
H -1.16128 3.60817 0.45068
H 0.39030 -2.29145 -1.71568
H 2.26992 -3.82005 -1.27161
Cl 0.78940 2.08102 -2.84493
C 2.22470 1.98425 -2.02547
S 3.64433 2.67500 -2.72217
C 4.53852 3.38654 -1.31580
C 4.75998 4.76376 -1.22491
C 5.44159 5.27193 -0.11599
C 5.89379 4.39821 0.88612
C 5.60270 3.03043 0.80635
C 4.92131 2.52408 -0.29795
O 4.52514 1.65433 -3.25528
O 3.32196 3.83452 -3.53004
H 2.34199 1.35355 -1.15515
H 4.42694 5.42611 -2.02550
H 5.62131 6.34361 -0.03300
H 6.44530 4.78402 1.73592
H 5.91441 2.34852 1.59856
H 4.69617 1.46297 -0.39204
*
```

The HOMO-LUMO gap is 2.249 eV. As for the largest force on an atom: 0.064 hartree/bohr. Its LUMO energy is -2.195 eV. For the HOMO energy, the calculation gives -4.444 eV.

Here are the Mulliken charges for atoms 1 to 2, given in e:
1. C -0.8190
2. O -0.3931

=====

No. 4
Here is 2 unconnected molecules or ions with the total composition C26H29F2OSi in a non-equilibrium geometry from the OMol25 dataset. Energies are from ωB97M-V/def2-TZVPD.

ORCA input file:
```
! wB97M-V def2-TZVPD RIJCOSX def2/J DEFGRID3
* xyz 1 1
C 2.44064 6.33878 -0.75574
Si 2.40424 4.49429 -1.06548
C 1.83988 4.10066 -2.80170
C 4.03725 3.70371 -0.63761
O 1.28572 3.79991 0.00427
C 0.15581 3.04908 -0.22639
C 0.23468 1.68176 -0.09158
C -1.05223 3.79991 -0.61626
C -2.04573 3.12306 -1.35298
C -3.16849 3.80038 -1.82798
C -3.31380 5.17230 -1.58424
C -2.32330 5.86560 -0.87059
C -1.20645 5.19068 -0.37952
H 3.18542 6.81193 -1.41236
H 1.47339 6.81793 -0.95628
H 2.72031 6.56953 0.28112
H 2.55901 4.51349 -3.52453
H 1.77933 3.01629 -2.97029
H 0.85404 4.53066 -3.02640
H 4.83085 4.07567 -1.29973
H 4.32601 3.92793 0.39787
H 3.99423 2.61192 -0.74179
H -0.64516 1.08132 -0.27911
H 1.16006 1.21773 0.24209
H -1.88944 2.06270 -1.54848
H -3.92616 3.25170 -2.39059
H -4.19152 5.70364 -1.95246
H -2.42496 6.93975 -0.69474
H -0.44503 5.72504 0.19504
C -3.17233 -6.27686 5.18666
C -2.66390 -5.45557 4.05752
C -1.38902 -5.66673 3.53253
F -0.64476 -6.68219 4.08050
C -0.83087 -4.91127 2.51725
C -1.61862 -3.89366 1.88956
C -1.20877 -3.07621 0.79733
C -0.09686 -3.21221 -0.06628
C 0.81116 -4.31857 -0.11725
C 1.92073 -4.23066 -0.93455
F 2.84332 -5.24668 -0.90014
C 2.17079 -3.16871 -1.80420
C 3.38187 -3.15580 -2.65932
C 1.22188 -2.13460 -1.83478
C 0.11907 -2.15904 -1.00988
C -2.93061 -3.68405 2.42076
C -3.42312 -4.42861 3.47302
H -4.12352 -5.86161 5.53058
H -3.35396 -7.32076 4.90087
H -2.48011 -6.28624 6.03727
H 0.19650 -5.08776 2.21632
H -1.89522 -2.26574 0.54596
H 0.62612 -5.22329 0.45411
H 3.32640 -2.29788 -3.33340
H 4.30535 -3.06005 -2.07495
H 3.46744 -4.06351 -3.26787
H 1.38314 -1.30201 -2.52126
H -0.61973 -1.35870 -1.06576
H -3.55279 -2.91578 1.95982
H -4.41819 -4.23255 3.87608
*
```

Its energy relative to the best compared isomer or geometry (same formula, charge and spin) is 0.00 kcal per mole. The HOMO-LUMO gap is 4.266 eV. As for the largest force on an atom: 0.041 hartree/bohr. Its LUMO energy is -5.968 eV. For the HOMO energy, the calculation gives -10.234 eV.

Here are the Mulliken charges for atoms 1 to 2, given in e:
1. C -1.0210
2. Si 0.3006